Record 1
C6H16N4 | the ωB97M-V functional and the def2-TZVPD basis

frontier orbital gap	5.01	eV
E	-12420.4748	eV
total charge	+2
ΔE to the lowest compared entry with this formula, charge and spin	534.85	kJ/mol
HOMO	-14.52	eV

Each line ends with the Mulliken charge.
Geometry (Å):
C  1.4150  0.0565  -0.2585  0.69
C  1.9431  0.5227  1.0686  -1.33
C  0.0880  -1.9169  1.3358  -1.40
C  -1.8869  -1.5750  -0.0036  -1.35
C  -0.7305  0.2265  -1.5974  -1.04
C  -0.5691  -1.1240  0.3118  0.97
N  -0.3736  2.9477  0.0655  -0.14
N  -0.6012  4.0599  0.3849  -0.41
N  2.0862  -0.0946  -1.4070  -0.16
N  0.0774  -0.3090  -0.5081  0.08
H  2.5083  1.4689  0.7951  0.40
H  2.8553  -0.0184  1.4931  0.44
H  1.1935  0.5189  1.8865  0.44
H  0.7152  -2.8296  1.0740  0.40
H  0.7398  -1.2832  2.0495  0.34
H  -0.7087  -2.4309  1.8291  0.41
H  -2.5086  -1.3416  -0.8761  0.42
H  -2.6041  -1.4653  0.8033  0.43
H  -1.6740  -2.6784  -0.1000  0.43
H  -0.4541  -0.1748  -2.5544  0.38
H  -1.7671  0.0556  -1.4348  0.39
H  -0.5112  1.2407  -1.5600  0.54
H  -1.0641  4.8437  -0.3579  0.28
H  -0.4850  4.3477  1.4052  0.27
H  2.9735  0.3164  -1.6588  0.29
H  1.5033  -0.5829  -2.0527  0.23

Force components x, y, z for each atom (eV/Å):
C 1.7 -0.6 -1.8
C 1.6 0.2 -0.3
C 2.0 0.0 2.3
C -2.2 -2.2 -0.6
C 1.0 0.5 -1.0
C 1.5 -0.4 -1.5
N 0.7 -2.1 -0.8
N -1.6 3.2 -0.2
N -1.4 0.9 3.0
N -1.5 -1.1 2.5
H -1.3 -0.3 0.7
H -1.2 -0.2 -1.0
H 0.5 1.0 -0.9
H -0.4 1.4 -0.7
H -1.3 -1.4 -1.0
H -0.4 0.0 1.1
H 0.9 0.3 0.1
H 0.2 -0.2 0.7
H -0.6 0.6 0.3
H 0.2 -0.4 -0.5
H -0.2 0.3 0.1
H 0.0 2.2 -0.4
H 1.3 -1.7 2.2
H -0.2 0.5 -1.2
H 0.4 -0.2 0.1
H 0.4 0.0 -1.4

---

Record 2
C29H22BrN11O11SeTc | the ωB97M-V functional and the def2-TZVPD basis

frontier orbital gap (alpha / beta)	6.16 / 6.54	eV
E	-206923.9741	eV
multiplicity	2
HOMO (alpha / beta)	-9.02 / -8.92	eV

Each line ends with the Mulliken charge.
Geometry (Å):
Tc  -0.1172  0.5070  -0.0036  0.08
N  -0.3938  -2.6681  1.8604  -0.35
N  -1.0603  -3.2804  0.8062  -0.11
C  -0.9979  -2.8686  -0.4606  0.40
N  -1.8135  -3.5262  -1.2898  -0.39
N  -0.2134  -1.8320  -0.8779  0.39
N  0.0931  -1.8811  -2.2485  0.69
O  0.1573  -2.9750  -2.8183  -0.75
O  0.2945  -0.8303  -2.7975  -0.50
H  -0.3143  -3.3474  2.6027  0.28
H  -0.9563  -1.8865  2.1824  0.10
H  -1.8940  -3.7916  1.0493  0.23
H  -2.4014  -4.2629  -0.9422  0.19
H  -1.6516  -3.4820  -2.2774  0.20
O  -0.8129  3.8664  2.1979  -0.68
C  -1.0408  2.8001  1.6807  0.25
O  -0.1648  2.2244  0.8837  -0.12
C  -2.3433  2.1068  1.9173  0.66
C  -3.3903  2.9210  2.2741  -0.58
C  -4.6344  2.3833  2.5425  -0.64
C  -4.8295  1.0322  2.4977  -0.21
C  -3.7802  0.1859  2.1771  -0.26
C  -2.4738  0.6949  1.8426  0.60
O  -1.4479  -0.0591  1.4859  -0.56
N  -4.1662  -1.2193  2.1266  0.92
O  -3.3106  -2.0860  2.0660  -0.61
O  -5.3513  -1.4851  2.1973  -0.64
N  -5.7632  3.2648  2.8614  1.07
O  -6.8371  2.7434  3.1096  -0.62
O  -5.5562  4.4641  2.8686  -0.62
H  -3.2291  3.9869  2.3440  0.63
H  -5.7997  0.6160  2.7159  0.66
Br  -2.0870  0.8542  -1.3860  -0.43
Se  2.3430  -1.6575  0.6851  0.44
N  1.5915  -0.0866  1.0635  0.17
C  2.4025  0.5450  1.9659  1.01
C  2.2580  1.8482  2.4934  -0.54
C  3.1738  2.2935  3.4086  -1.07
C  4.2624  1.4969  3.8353  -0.52
C  4.4440  0.2441  3.3299  -0.80
C  3.5233  -0.2459  2.3784  0.49
N  3.6287  -1.4566  1.7896  -0.80
H  1.4581  2.4900  2.1646  0.57
H  3.0597  3.2932  3.8084  0.48
H  4.9647  1.8997  4.5545  0.39
H  5.2773  -0.3817  3.6240  0.46
O  2.9136  -0.0506  -1.6720  -0.70
C  2.3565  1.0204  -1.8425  -0.48
N  2.8441  2.0070  -2.6283  0.21
C  1.9689  3.1605  -2.7348  2.91
C  0.8187  2.6936  -1.8188  -0.82
O  -0.1747  3.3280  -1.5710  -0.40
N  1.1191  1.4288  -1.3092  1.72
C  2.6561  4.4335  -2.2030  -0.48
C  3.9972  4.6427  -2.5168  -0.23
C  4.6514  5.7914  -2.1001  -0.91
C  3.9724  6.7492  -1.3598  -0.39
C  2.6391  6.5452  -1.0409  -1.01
C  1.9793  5.3962  -1.4612  -0.13
C  1.4904  3.4075  -4.1707  -0.44
C  0.2709  4.0299  -4.4190  -0.04
C  -0.1389  4.2730  -5.7224  -1.06
C  0.6662  3.9113  -6.7928  -0.38
C  1.8908  3.3076  -6.5502  -0.91
C  2.2995  3.0589  -5.2479  -0.27
H  3.6464  1.8468  -3.2045  0.30
H  4.5439  3.9096  -3.1004  0.24
H  5.6947  5.9355  -2.3565  0.40
H  4.4828  7.6484  -1.0368  0.40
H  2.1026  7.2838  -0.4567  0.42
H  0.9387  5.2533  -1.2067  0.52
H  -0.3650  4.3195  -3.5930  0.62
H  -1.0971  4.7457  -5.9022  0.40
H  0.3444  4.0973  -7.8102  0.39
H  2.5342  3.0246  -7.3746  0.39
H  3.2656  2.5925  -5.0908  0.17

Force components x, y, z for each atom (eV/Å):
Tc -1.5 0.9 -0.7
N 0.3 0.4 0.0
N 0.0 0.2 0.0
C 0.1 0.1 -0.5
N -0.4 0.0 0.1
N 0.3 0.1 0.5
N -0.2 -0.3 -0.6
O 0.2 0.5 0.4
O 0.1 -0.1 0.4
H 0.2 -0.1 0.0
H -0.1 0.2 0.1
H -0.2 0.0 0.0
H 0.1 0.0 0.0
H 0.0 0.0 -0.1
O 0.2 0.0 0.0
C -0.3 0.0 0.0
O 0.5 -0.5 -0.2
C 0.2 -0.4 0.0
C -0.2 0.3 0.1
C 0.2 0.2 -0.1
C -0.1 -0.2 0.1
C 0.5 0.4 -0.3
C -0.1 -0.3 -0.2
O -0.1 -0.2 0.1
N -0.3 -0.4 0.3
O 0.6 0.1 -0.2
O 0.2 0.1 -0.2
N -0.2 0.2 0.2
O 0.3 0.1 -0.1
O 0.0 -0.3 0.0
H 0.0 0.0 0.0
H 0.0 0.0 0.0
Br 0.0 -0.1 0.0
Se -0.3 -0.1 -0.2
N 0.8 0.1 0.7
C -0.2 -0.5 -0.4
C 0.0 0.3 0.2
C -0.3 0.0 -0.3
C 0.2 -0.2 0.0
C 0.2 0.2 0.2
C -0.2 -0.5 -0.4
N 0.4 0.5 0.5
H 0.0 0.0 0.0
H 0.0 0.0 0.0
H 0.0 0.0 0.0
H 0.0 0.0 0.0
O -0.4 0.1 0.3
C 0.4 -0.5 -0.3
N -0.4 0.4 0.1
C 0.1 0.1 0.0
C 0.0 0.2 0.1
O 0.1 -0.2 -0.1
N -0.3 -0.5 0.5
C -0.1 -0.1 0.1
C 0.0 0.0 0.0
C 0.0 0.0 0.0
C 0.0 0.0 0.0
C 0.0 0.0 0.0
C 0.0 0.0 0.0
C -0.1 -0.1 0.0
C 0.0 0.1 0.0
C 0.0 0.0 0.0
C 0.0 0.0 0.0
C 0.0 0.0 0.0
C 0.0 0.0 0.0
H 0.1 -0.1 0.0
H 0.0 0.0 0.0
H -0.1 0.0 0.0
H 0.0 0.0 0.0
H 0.0 0.0 0.0
H 0.0 0.0 0.0
H 0.0 0.0 0.0
H 0.0 0.0 0.0
H 0.0 0.0 0.0
H 0.0 0.0 0.0
H -0.1 0.0 0.0

---

Record 3
C25H29N3O3 | the ωB97M-V functional and the def2-TZVPD basis

frontier orbital gap	8.52	eV
E	-37007.3937	eV
SMILES	COCC[C@H]1CCCCN1Cc1cn(-c2ccccc2)nc1-c1ccc2c(c1)OCO2
ΔE to the lowest compared entry with this formula, charge and spin	414.30	kJ/mol
HOMO	-7.73	eV

Each line ends with the Mulliken charge.
Geometry (Å):
C  3.6074  2.1314  2.9589  -0.65
O  2.4004  2.7825  2.6748  -0.35
C  2.4297  3.5014  1.4566  -0.43
C  1.0492  4.1261  1.2327  -1.46
H  0.4004  3.7757  2.0357  0.48
H  1.1051  5.2117  1.3196  0.51
C  0.4446  3.7893  -0.1386  0.22
N  0.5559  2.3729  -0.4721  0.69
C  -0.0675  2.1057  -1.7572  -0.63
C  0.6512  2.8487  -2.8752  -0.98
C  0.5861  4.3446  -2.6025  -0.84
C  1.1620  4.6117  -1.2178  -0.93
H  2.2201  4.3461  -1.2109  0.32
H  1.0741  5.6720  -0.9734  0.39
H  1.1444  4.9007  -3.3579  0.42
H  -0.4542  4.6777  -2.6383  0.34
H  1.6930  2.5257  -2.9044  0.32
H  0.1873  2.6067  -3.8329  0.36
H  -0.0179  1.0291  -1.9387  0.42
H  -1.1333  2.4069  -1.7534  0.28
C  0.0244  1.4805  0.5536  -0.44
C  0.3752  0.0601  0.2513  -1.27
C  1.6487  -0.4269  0.0794  -0.35
N  1.5579  -1.7694  -0.0939  0.96
N  0.2877  -2.1720  -0.0277  -1.14
C  -0.4529  -1.0921  0.1687  0.40
C  -1.9021  -1.2131  0.2959  0.11
C  -2.4261  -2.3040  0.9828  -0.68
C  -3.7949  -2.4878  1.1409  -1.01
C  -4.6205  -1.5407  0.5846  0.89
C  -4.1050  -0.4523  -0.1192  1.17
C  -2.7566  -0.2649  -0.2827  -1.29
H  -2.3802  0.5614  -0.8601  0.51
O  -5.1404  0.3222  -0.5807  -0.52
C  -6.3212  -0.3129  -0.1427  -0.26
O  -5.9906  -1.4745  0.5858  -0.48
H  -6.9372  -0.5874  -1.0147  0.24
H  -6.8934  0.3755  0.5006  0.25
H  -4.1963  -3.3325  1.6749  0.42
H  -1.7393  -3.0227  1.3998  0.45
C  2.5775  -2.6972  -0.3131  1.21
C  3.9100  -2.3099  -0.4192  -0.41
C  4.8875  -3.2645  -0.6335  -0.75
C  4.5524  -4.6030  -0.7446  -0.47
C  3.2251  -4.9880  -0.6414  -0.62
C  2.2404  -4.0445  -0.4269  -0.54
H  1.2018  -4.3209  -0.3452  0.38
H  2.9561  -6.0299  -0.7285  0.37
H  5.3217  -5.3416  -0.9118  0.38
H  5.9197  -2.9573  -0.7147  0.36
H  4.1917  -1.2720  -0.3387  0.32
H  2.5772  0.1031  0.0674  0.54
H  0.4929  1.7352  1.5056  0.58
H  -1.0669  1.5866  0.6712  0.44
H  -0.6215  4.0975  -0.1192  0.26
H  2.6661  2.8159  0.6304  0.23
H  3.2161  4.2699  1.5028  0.51
H  4.4365  2.8458  3.0454  0.32
H  3.8585  1.3986  2.1808  0.20
H  3.4720  1.6171  3.9082  0.26

Force components x, y, z for each atom (eV/Å):
C 0.1 0.0 0.0
O -0.2 0.1 0.1
C 0.0 0.1 -0.1
C 0.1 -0.3 -0.1
H 0.0 0.0 0.0
H -0.1 0.0 0.0
C 0.2 0.4 0.1
N -0.1 0.1 0.0
C 0.2 -0.1 -0.3
C -0.3 0.1 0.1
C 0.3 -0.1 0.0
C -0.4 0.0 -0.1
H 0.1 0.0 0.0
H 0.0 0.0 0.1
H -0.1 0.1 0.0
H 0.0 0.0 0.0
H 0.0 -0.1 0.0
H 0.0 0.0 0.0
H -0.1 0.1 0.0
H 0.0 0.0 0.0
C 0.1 0.1 0.1
C 0.1 -0.3 0.0
C -0.3 0.1 0.0
N -0.4 0.9 0.2
N -0.5 -0.5 -0.1
C 0.8 0.2 -0.1
C -0.3 -0.3 0.1
C 0.2 0.2 -0.1
C -0.4 0.1 -0.1
C 0.3 0.4 -0.3
C -0.2 -0.4 0.3
C -0.3 0.0 0.0
H 0.1 0.1 -0.1
O 0.5 0.0 0.0
C -1.2 0.4 -0.2
O 0.4 -0.4 0.2
H 0.2 0.0 0.2
H 0.2 -0.2 -0.1
H 0.0 -0.1 0.1
H 0.1 -0.1 0.1
C 0.6 -0.7 -0.1
C -0.2 0.1 0.0
C 0.0 -0.1 0.0
C 0.1 -0.1 0.0
C 0.1 0.1 0.0
C -0.1 0.1 0.0
H 0.0 -0.1 0.0
H 0.0 -0.1 0.0
H 0.1 -0.1 0.0
H 0.1 0.0 0.0
H 0.0 0.1 0.0
H 0.2 0.1 0.0
H -0.1 0.0 0.0
H 0.1 0.0 0.1
H 0.1 0.0 0.0
H 0.0 0.1 0.1
H 0.0 -0.1 0.0
H 0.0 0.0 0.0
H 0.0 0.0 0.0
H 0.1 0.0 0.0

---

Record 4
C3H8O4 | the ωB97M-V functional and the def2-TZVPD basis

frontier orbital gap	10.63	eV
E	-11428.8965	eV
SMILES	O=C(O)CCO.O
ΔE to the lowest compared entry with this formula, charge and spin	228.95	kJ/mol
HOMO	-10.18	eV

Each line ends with the Mulliken charge.
Geometry (Å):
O  -1.2065  2.4697  0.5891  -0.52
C  -0.6145  1.4252  0.8966  0.43
O  0.2744  1.0730  1.9813  -0.49
C  -0.6339  0.2513  0.0273  -0.49
C  -1.9601  0.1058  -0.8490  -0.22
O  -1.8647  0.1409  -2.2425  -0.49
H  0.3271  1.5508  2.9342  0.36
H  -0.3724  -0.7489  0.2444  0.41
H  0.1416  0.6494  -0.6286  0.20
H  -2.7794  0.8194  -0.4824  0.23
H  -2.4121  -0.8634  -0.5730  0.26
H  -0.9079  0.4032  -2.3768  0.33
H  4.8615  -3.7228  -1.0442  0.33
H  5.3442  -4.1641  0.5272  0.33
O  4.6779  -4.2609  -0.2092  -0.66

Force components x, y, z for each atom (eV/Å):
O 2.4 -2.9 2.1
C -1.0 2.1 1.9
O -1.0 1.9 1.6
C -1.6 0.4 -3.6
C -2.0 0.2 2.5
O 2.8 0.8 -0.2
H -0.7 -0.8 -3.8
H 0.7 -0.5 1.4
H 0.4 -0.5 -0.7
H 1.4 -0.4 -0.6
H 0.4 0.0 -0.1
H -1.8 -0.4 -0.5
H 0.3 -1.0 2.3
H -0.8 0.3 -1.9
O 0.6 0.6 -0.5

---

Record 5
CH3NOS2 | the ωB97M-V functional and the def2-TZVPD basis

frontier orbital gap (alpha / beta)	7.00 / 7.09	eV
E	-26289.0345	eV
ΔE to the lowest compared entry with this formula, charge and spin	162.76	kJ/mol
multiplicity	3
HOMO (alpha / beta)	-6.57 / -9.36	eV

Each line ends with the Mulliken charge.
Geometry (Å):
C  0.6679  0.4530  0.2482  -0.26
N  0.3729  -0.8721  -0.1836  -0.31
O  -0.8539  -1.2540  0.3391  -0.17
S  -0.8033  1.5768  -0.0052  -0.19
S  -2.1196  -0.2739  -0.1899  0.07
H  0.8851  0.4494  1.3155  0.27
H  1.4981  0.8648  -0.3229  0.32
H  0.3527  -0.9440  -1.2013  0.28

Force components x, y, z for each atom (eV/Å):
C -0.5 0.5 0.0
N 0.9 -0.1 0.0
O -0.3 0.1 -0.4
S 1.2 0.6 0.1
S -1.2 -1.1 0.1
H 0.0 0.1 0.0
H 0.0 -0.1 0.1
H -0.3 0.0 0.1

---

Record 6
C6H9NOS | the ωB97M-V functional and the def2-TZVPD basis

frontier orbital gap	10.03	eV
E	-20735.6043	eV
ΔE to the lowest compared entry with this formula, charge and spin	391.26	kJ/mol
HOMO	-9.56	eV

Each line ends with the Mulliken charge.
Geometry (Å):
C  0.8184  -0.5470  -1.3737  0.09
C  -0.3567  -1.9420  1.0850  -0.50
C  0.7980  -1.4657  1.9353  -0.65
C  -0.0937  -0.4676  1.3052  -0.12
C  -0.1693  2.2922  -1.8606  -1.05
C  0.3184  0.4237  0.2553  -0.21
N  0.8896  -1.1797  -2.3165  -0.44
O  -2.0454  0.6940  -0.9508  -0.54
S  -1.0391  1.5568  -0.3987  0.50
H  -0.4912  -2.1913  -0.0673  0.25
H  -1.1817  -2.3517  1.6932  0.25
H  0.6447  -1.6289  3.0324  0.25
H  1.8728  -1.6185  1.7496  0.26
H  -0.8901  0.0619  1.7367  0.41
H  0.4430  3.2473  -1.5969  0.29
H  -1.0244  2.4213  -2.3853  0.42
H  0.3405  1.5668  -2.3742  0.40
H  1.1663  1.1284  0.5312  0.39

Force components x, y, z for each atom (eV/Å):
C -1.0 2.7 4.9
C -1.4 -0.2 -1.9
C 0.5 -1.0 1.5
C -0.3 -0.9 -0.4
C 1.6 2.0 3.9
C 2.2 0.9 -4.5
N 0.3 -0.9 -1.5
O -1.9 -1.3 -0.9
S 2.7 0.7 1.0
H 1.2 0.0 2.7
H 0.4 0.3 -0.5
H -0.1 0.1 -1.1
H -0.7 0.5 -0.7
H -0.8 0.4 1.8
H -1.3 -1.8 -0.6
H -2.6 1.4 -2.0
H 1.7 -1.8 -1.0
H -0.6 -1.1 -0.7

---

Q: Which formula does entry 2 have?
A: C29H22BrN11O11SeTc